Record 1
Entry from the OMol25 dataset: a structure of composition C45H50IrNOP2S3 (ωB97M-V/def2-TZVPD).

The geometry in XYZ format:
```
103
Properties=species:S:1:pos:R:3
Ir -0.36 0.24 -0.35
S 0.02 -1.60 -2.06
P 0.78 -2.38 -0.36
C 0.03 -1.44 0.87
P -1.50 -1.62 1.67
S -2.70 -0.27 0.79
C -2.22 -3.27 1.58
C -3.15 -3.55 0.57
C -3.71 -4.81 0.48
C -3.34 -5.80 1.38
C -2.41 -5.53 2.38
C -1.86 -4.26 2.49
C -1.26 -1.27 3.42
C -2.38 -1.05 4.22
C -2.22 -0.78 5.57
C -0.95 -0.73 6.12
C 0.16 -0.95 5.33
C 0.01 -1.22 3.97
C 2.56 -2.17 -0.27
C 3.17 -1.47 0.76
C 4.55 -1.36 0.81
C 5.33 -1.96 -0.18
C 4.73 -2.66 -1.21
C 3.34 -2.77 -1.26
C 0.54 -4.17 -0.30
C 1.30 -4.92 0.61
C 1.11 -6.29 0.70
C 0.18 -6.92 -0.11
C -0.57 -6.18 -1.02
C -0.39 -4.80 -1.11
H -3.44 -2.77 -0.12
H -4.43 -5.03 -0.29
H -3.77 -6.79 1.31
H -2.13 -6.30 3.09
H -1.16 -4.04 3.28
H -3.37 -1.07 3.78
H -3.09 -0.60 6.19
H -0.83 -0.52 7.18
H 1.16 -0.92 5.76
H 0.88 -1.40 3.35
H 2.56 -0.99 1.52
H 5.02 -0.81 1.61
H 6.41 -1.88 -0.14
H 5.33 -3.13 -1.98
H 2.87 -3.33 -2.06
H 2.04 -4.43 1.23
H 1.70 -6.86 1.40
H 0.04 -7.99 -0.04
H -1.29 -6.67 -1.65
H -0.97 -4.23 -1.82
C -1.39 6.44 2.57
C -0.81 5.08 2.27
C 0.07 4.47 3.17
C 0.62 3.21 2.91
C 1.55 2.54 3.89
C 0.27 2.57 1.74
C -0.64 3.13 0.81
C -1.16 4.42 1.11
N -0.93 2.39 -0.29
C -1.85 2.85 -1.36
C -1.34 4.13 -2.05
C -2.29 4.52 -3.18
C -3.71 4.73 -2.62
C -4.21 3.42 -2.00
C -4.22 2.31 -3.06
C -2.80 2.12 -3.59
C -2.31 3.42 -4.24
C -1.88 1.75 -2.43
C -3.29 3.02 -0.84
H -0.94 6.87 3.46
H -2.46 6.37 2.74
H -1.23 7.12 1.74
H 0.35 4.99 4.08
H 1.89 3.24 4.65
H 2.42 2.14 3.39
H 1.04 1.72 4.40
H 0.72 1.60 1.53
H -1.85 4.91 0.45
H -0.35 3.93 -2.46
H -1.24 4.96 -1.35
H -1.94 5.46 -3.63
H -4.38 5.04 -3.42
H -3.71 5.52 -1.87
H -5.22 3.56 -1.61
H -4.89 2.58 -3.88
H -4.59 1.38 -2.62
H -2.78 1.31 -4.32
H -2.97 3.70 -5.07
H -1.31 3.28 -4.66
H -0.86 1.59 -2.80
H -2.22 0.81 -1.98
H -3.62 2.07 -0.41
H -3.36 3.76 -0.05
C 2.21 3.08 -1.99
S 3.01 1.83 -1.02
C 3.76 0.90 -2.33
O 1.91 0.92 -0.52
H 2.97 3.69 -2.49
H 1.62 3.69 -1.32
H 1.57 2.58 -2.72
H 4.44 1.55 -2.89
H 2.96 0.52 -2.97
H 4.31 0.08 -1.88
```

* HOMO level (spin up / spin down): -0.326 / -0.388 Ha
* orbital gap (spin up / spin down): 7.29 / 6.43 eV
* multiplicity: 6
* net charge: +1

Results of the Löwdin charge analysis, in e, for atoms 1 through 8: number 1, Ir, carries 0.941; number 2, S, carries 0.324; number 3, P, carries 0.443; number 4, C, carries -0.630; number 5, P, carries 0.457; number 6, S, carries 0.344; number 7, C, carries -0.346; number 8, C, carries -0.104

---

Record 2
Entry from the OMol25 dataset: a cluster of 2 separate species, C45H50N3OSi in total at a distorted geometry (ωB97M-V/def2-TZVPD).

The geometry in XYZ format:
```
100
Properties=species:S:1:pos:R:3
C 4.45 3.76 2.57
Si 4.23 2.14 3.44
C 5.70 1.03 3.22
C 3.81 2.27 5.25
O 3.00 1.29 2.69
C 1.62 1.00 2.78
C 1.39 -0.16 3.77
C 2.39 -1.10 4.03
C 2.16 -2.15 4.94
C 0.92 -2.27 5.57
C -0.07 -1.33 5.32
C 0.15 -0.30 4.40
C 0.90 2.30 3.13
C 0.56 2.60 4.45
C -0.08 3.81 4.74
C -0.29 4.75 3.73
C 0.17 4.50 2.44
C 0.77 3.28 2.14
C 1.27 0.46 1.34
C 2.17 -0.72 0.94
C 1.36 -1.99 1.15
C -0.11 -1.55 1.14
N -0.09 -0.10 1.22
C -1.25 0.55 1.01
C -2.48 -0.11 1.15
C -3.66 0.19 0.46
C -4.95 0.23 1.13
C -6.10 0.82 0.53
C -7.28 1.00 1.25
C -7.42 0.51 2.55
C -6.31 -0.09 3.17
C -5.09 -0.22 2.49
H 5.26 4.33 3.05
H 4.72 3.60 1.51
H 3.54 4.37 2.59
H 6.58 1.53 3.65
H 5.54 0.07 3.74
H 5.88 0.82 2.16
H 4.74 2.53 5.79
H 3.04 3.03 5.45
H 3.45 1.31 5.64
H 3.36 -1.01 3.53
H 2.96 -2.87 5.14
H 0.74 -3.11 6.25
H -1.03 -1.37 5.83
H -0.65 0.42 4.20
H 0.79 1.91 5.26
H -0.39 4.02 5.77
H -0.80 5.70 3.95
H 0.08 5.25 1.65
H 1.14 3.09 1.13
H 1.41 1.27 0.60
H 2.37 -0.59 -0.13
H 3.14 -0.72 1.46
H 1.56 -2.73 0.35
H 1.59 -2.47 2.11
H -0.58 -1.87 0.19
H -0.69 -2.01 1.96
H -1.24 1.61 0.71
H -2.53 -0.95 1.86
H -3.59 0.45 -0.60
H -6.00 1.21 -0.49
H -8.13 1.53 0.80
H -8.37 0.60 3.09
H -6.40 -0.48 4.19
H -4.22 -0.63 3.00
C -1.51 -2.32 -8.46
C -0.38 -1.50 -8.36
C 0.54 -1.70 -7.34
C 0.28 -2.64 -6.34
C 1.08 -2.67 -5.06
N 0.25 -2.47 -3.89
C 0.00 -3.58 -3.01
C -1.07 -3.02 -2.10
N -1.23 -1.59 -2.45
C -0.48 -1.37 -3.52
C -0.33 -0.16 -4.36
C 0.97 0.29 -4.63
C 1.19 1.18 -5.69
C 0.11 1.68 -6.42
C -1.20 1.34 -6.04
C -1.43 0.45 -4.98
C -0.78 -3.54 -6.49
C -1.68 -3.38 -7.55
H -2.24 -2.15 -9.25
H -0.22 -0.68 -9.06
H 1.45 -1.10 -7.26
H 1.49 -3.68 -4.92
H 1.90 -1.94 -5.08
H -0.35 -4.45 -3.58
H 0.92 -3.83 -2.47
H -2.00 -3.61 -2.27
H -0.78 -3.14 -1.04
H 1.80 -0.06 -4.01
H 2.21 1.46 -5.96
H 0.29 2.32 -7.29
H -2.04 1.78 -6.57
H -2.43 0.20 -4.64
H -0.89 -4.35 -5.77
H -2.53 -4.05 -7.63
```

* energy relative to the best compared isomer or geometry (same formula, charge and spin): 0.00 kcal/mol
* HOMO level: -0.370 Ha
* orbital gap: 5.73 eV
* net charge: +1

Results of the Löwdin charge analysis, in e, for atoms 1 through 8: number 1, C, carries -0.147; number 2, Si, carries 0.402; number 3, C, carries -0.153; number 4, C, carries -0.141; number 5, O, carries -0.171; number 6, C, carries -0.335; number 7, C, carries -0.153; number 8, C, carries -0.042

---

Record 3
Entry from the OMol25 dataset: a structure of composition C45H51Cl2N6O11TaTe at a distorted geometry (ωB97M-V/def2-TZVPD).

The geometry in XYZ format:
```
117
Properties=species:S:1:pos:R:3
Ta 1.02 0.79 -0.53
C -0.53 5.28 -1.46
N 0.38 5.24 -0.32
C 0.81 6.52 0.23
C 0.77 4.07 0.19
O 0.36 3.01 -0.31
C 1.72 4.08 1.39
O 1.96 2.78 1.88
C 1.24 2.41 3.03
C -0.04 1.68 2.66
O -0.10 1.04 1.60
N -1.08 1.72 3.50
C -2.26 0.92 3.22
C -1.07 2.37 4.80
H 0.00 5.64 -2.34
H -1.35 5.95 -1.23
H -0.91 4.28 -1.65
H 0.73 7.27 -0.55
H 1.85 6.49 0.55
H 0.19 6.82 1.07
H 1.32 4.74 2.16
H 2.69 4.48 1.07
H 1.06 3.27 3.68
H 1.86 1.70 3.58
H -2.15 0.43 2.26
H -3.14 1.57 3.21
H -2.38 0.16 3.99
H -0.59 3.34 4.77
H -0.57 1.75 5.55
H -2.10 2.51 5.11
O 5.63 4.82 -2.05
C 4.89 4.95 -3.15
O 5.25 5.64 -4.06
C 3.58 4.23 -3.19
C 2.65 4.38 -4.20
Cl 2.79 5.29 -5.62
N 1.57 3.60 -3.90
N 1.79 2.92 -2.77
C 2.97 3.29 -2.32
C 3.40 2.73 -1.01
O 4.36 3.14 -0.39
O 2.65 1.75 -0.56
C 0.27 3.45 -4.51
C -0.46 2.32 -4.18
C -1.73 2.15 -4.69
C -2.29 3.11 -5.53
C -1.56 4.24 -5.84
C -0.28 4.43 -5.33
H 5.23 4.22 -1.38
H -0.04 1.57 -3.52
H -2.29 1.26 -4.43
H -3.28 2.97 -5.93
H -1.98 5.00 -6.48
H 0.26 5.33 -5.57
O 5.00 -0.57 -0.85
N 3.83 -0.54 -0.99
O 3.38 -0.23 -2.22
O 2.99 -0.75 -0.11
Cl 0.00 -3.12 -2.66
C 1.92 -0.25 -2.32
H 1.61 -1.30 -2.40
H 1.74 0.23 -3.28
C 2.66 -8.22 0.68
C 1.89 -6.95 0.50
C 2.49 -5.80 0.01
C 1.78 -4.62 -0.18
C 2.51 -3.43 -0.72
C 0.43 -4.60 0.14
Te -0.92 -2.98 -0.24
N -0.33 -0.99 -0.47
C -1.31 -0.23 -0.89
O -1.03 1.03 -0.98
C -2.70 -0.61 -1.26
C -2.96 -1.43 -2.34
C -4.28 -1.68 -2.70
C -5.32 -1.11 -1.99
C -5.05 -0.28 -0.91
C -3.74 -0.01 -0.55
C -1.16 -2.60 1.89
C -2.45 -2.72 2.41
C -3.71 -2.89 1.59
C -2.63 -2.72 3.80
C -1.57 -2.57 4.67
C -1.76 -2.61 6.16
C -0.30 -2.37 4.13
C -0.08 -2.39 2.76
C 1.32 -2.21 2.26
C -0.23 -5.74 0.63
C -1.69 -5.82 0.97
C 0.53 -6.89 0.79
H 3.71 -8.08 0.45
H 2.27 -9.00 0.04
H 2.59 -8.57 1.71
H 3.54 -5.81 -0.23
H 3.45 -3.29 -0.17
H 1.92 -2.52 -0.63
H 2.75 -3.57 -1.77
H -2.15 -1.89 -2.89
H -4.49 -2.33 -3.54
H -6.35 -1.32 -2.27
H -5.87 0.18 -0.36
H -3.52 0.66 0.27
H -3.55 -2.91 0.52
H -4.40 -2.07 1.80
H -4.22 -3.82 1.87
H -3.63 -2.85 4.20
H -2.82 -2.55 6.43
H -1.24 -1.79 6.65
H -1.36 -3.54 6.57
H 0.55 -2.23 4.79
H 1.98 -1.89 3.06
H 1.37 -1.46 1.47
H 1.72 -3.14 1.86
H -2.33 -5.38 0.20
H -1.90 -5.32 1.92
H -1.99 -6.86 1.07
H 0.03 -7.79 1.16
```

* energy relative to the best compared isomer or geometry (same formula, charge and spin): 0.00 kcal/mol
* HOMO level (spin up / spin down): -0.370 / -0.400 Ha
* orbital gap (spin up / spin down): 7.33 / 8.23 eV
* multiplicity: 2
* net charge: +1

Results of the Löwdin charge analysis, in e, for atoms 1 through 8: number 1, Ta, carries 1.911; number 2, C, carries 0.003; number 3, N, carries -0.109; number 4, C, carries -0.013; number 5, C, carries -0.369; number 6, O, carries -0.084; number 7, C, carries -0.087; number 8, O, carries -0.113

---

Record 4
Entry from the OMol25 dataset: a structure of composition C45H51MnN6OSSi3 at a distorted geometry (ωB97M-V/def2-TZVPD).

The geometry in XYZ format:
```
108
Properties=species:S:1:pos:R:3
Mn -0.03 -0.09 -0.19
C 1.84 -3.11 0.66
Si 2.77 -1.53 1.04
C 3.24 -1.72 2.85
C 4.39 -1.48 0.07
N 1.72 -0.13 0.79
C 1.87 1.07 1.54
C 2.99 1.41 2.28
C 3.04 2.61 2.99
C 1.96 3.48 2.92
C 0.82 3.14 2.21
C 0.74 1.92 1.53
N -0.38 1.43 0.89
Si -1.99 2.06 1.20
C -2.25 3.76 0.43
C -2.31 2.27 3.04
C -3.38 0.93 0.63
H 2.54 -3.94 0.75
H 1.37 -3.19 -0.32
H 1.05 -3.25 1.40
H 3.13 -2.77 3.13
H 2.58 -1.15 3.48
H 4.26 -1.42 3.05
H 4.67 -2.49 -0.26
H 5.19 -1.11 0.70
H 4.36 -0.86 -0.83
H 3.84 0.75 2.32
H 3.92 2.87 3.55
H 2.00 4.43 3.44
H -0.01 3.83 2.17
H -2.59 4.47 1.19
H -3.00 3.73 -0.36
H -1.33 4.16 0.00
H -1.60 2.91 3.53
H -2.33 1.31 3.56
H -3.30 2.73 3.14
H -3.72 1.16 -0.38
H -4.21 1.09 1.31
H -3.12 -0.13 0.65
C -0.14 -0.45 7.40
C 0.17 0.00 5.97
C 1.68 -0.02 5.79
C -0.30 1.45 5.81
C -0.53 -0.89 4.93
C -1.42 -1.89 5.34
C -2.09 -2.68 4.43
C -1.87 -2.49 3.08
S -2.60 -3.37 1.76
C -1.65 -2.41 0.64
N -0.90 -1.44 1.23
C -0.99 -1.50 2.61
C -0.32 -0.71 3.56
C -1.63 -2.65 -0.74
C -2.64 -3.39 -1.41
C -2.63 -3.51 -2.78
C -1.63 -2.91 -3.55
C -0.61 -2.22 -2.91
C -0.59 -2.10 -1.54
H 0.40 0.19 8.10
H 0.18 -1.48 7.58
H -1.20 -0.38 7.63
H 2.15 0.61 6.56
H 1.97 0.40 4.83
H 2.08 -1.03 5.88
H 0.15 2.07 6.59
H -1.39 1.52 5.89
H 0.00 1.85 4.85
H -1.59 -2.06 6.39
H -2.78 -3.45 4.77
H 0.34 0.07 3.21
H -3.44 -3.83 -0.83
H -3.43 -4.06 -3.26
H -1.64 -3.00 -4.63
H 0.18 -1.78 -3.51
N -3.03 0.40 -3.04
C -1.94 0.98 -2.45
O -1.50 0.41 -1.42
C -1.42 2.17 -3.02
C -1.92 2.61 -4.27
N -2.32 2.93 -5.30
C -0.47 2.97 -2.36
N 0.29 3.66 -1.84
H -3.32 0.71 -3.95
H -3.16 -0.57 -2.82
C 5.14 3.97 -1.55
C 4.13 3.93 -2.50
C 3.12 2.99 -2.40
C 3.10 2.05 -1.36
C 4.13 2.11 -0.42
C 5.14 3.05 -0.52
Si 1.77 0.72 -1.39
C 2.40 -0.38 -2.80
C 2.87 -1.68 -2.63
C 3.24 -2.47 -3.70
C 3.12 -1.98 -4.99
C 2.65 -0.69 -5.19
C 2.31 0.10 -4.11
H 5.93 4.71 -1.62
H 4.11 4.66 -3.30
H 2.33 3.02 -3.13
H 4.15 1.41 0.40
H 5.93 3.07 0.23
H 0.32 -1.70 -1.05
H 2.95 -2.10 -1.64
H 3.60 -3.48 -3.53
H 3.39 -2.60 -5.84
H 2.55 -0.30 -6.20
H 1.95 1.10 -4.30
```

* energy relative to the best compared isomer or geometry (same formula, charge and spin): 43.17 kcal/mol
* HOMO level (spin up / spin down): -0.098 / -0.173 Ha
* orbital gap (spin up / spin down): 4.71 / 7.10 eV
* multiplicity: 4
* net charge: -1

Results of the Löwdin charge analysis, in e, for atoms 1 through 8: number 1, Mn, carries 0.520; number 2, C, carries -0.154; number 3, Si, carries 0.444; number 4, C, carries -0.157; number 5, C, carries -0.174; number 6, N, carries -0.168; number 7, C, carries -0.353; number 8, C, carries -0.107